Molecular formula: C19H33IN2OsSi2
Method: DFT, ωB97M-V/def2-TZVPD

Computed properties:
Charge   +2
Lowest unoccupied orbital energy (alpha / beta)   -0.2832 / -0.3385 hartree
Multiplicity   5
Energy above the lowest of the compared OMol25 structures with the same formula, charge and spin   0.000 eV
Gap between HOMO and LUMO (alpha / beta)   7.337 / 6.041 eV
Expectation value of S²   6.02

Geometry (Å):
C  0.959  -3.728  2.410
C  -0.315  -3.327  3.146
H  0.937  -4.777  2.088
H  1.885  -3.566  2.979
H  1.082  -3.153  1.477
H  -0.997  -2.808  2.460
H  -0.842  -4.212  3.552
H  -0.089  -2.654  3.987
C  0.650  -2.192  -2.958
C  0.513  -2.180  -4.339
C  -0.685  -1.748  -4.924
C  -1.684  -1.309  -4.077
H  1.539  -2.601  -2.453
H  1.364  -2.509  -4.932
H  -0.821  -1.751  -6.008
H  -2.648  -0.992  -4.433
N  -0.275  -1.622  -2.152
C  -1.465  -1.249  -2.693
C  -2.350  -0.687  -1.716
N  -1.864  -0.723  -0.440
C  -2.691  -0.293  0.552
C  -4.314  0.546  -1.052
C  -3.882  0.375  0.272
H  -2.303  -0.461  1.559
H  -4.462  0.766  1.108
C  -3.547  -0.038  -2.049
H  -3.831  -0.014  -3.093
H  -5.244  1.079  -1.290
Os  0.200  -0.861  -0.210
I  2.534  -1.889  -0.032
C  1.528  0.936  -1.859
Si  0.530  2.007  -0.730
C  1.442  3.571  -0.223
C  -1.067  2.609  -1.483
C  0.263  0.798  0.782
Si  1.485  1.160  2.259
C  1.086  2.760  3.201
C  1.213  -0.283  3.413
C  3.296  1.119  1.813
H  1.156  0.866  -2.890
H  1.562  -0.140  -1.476
H  2.591  1.230  -1.790
H  1.435  4.215  -1.114
H  0.963  4.126  0.595
H  2.485  3.389  0.046
H  -1.206  2.154  -2.473
H  -1.952  2.398  -0.867
H  -0.981  3.702  -1.612
H  -0.717  1.121  1.167
H  0.036  2.789  3.512
H  1.688  2.798  4.120
H  1.282  3.691  2.660
H  1.985  -0.275  4.191
H  1.227  -1.273  2.942
H  0.239  -0.150  3.894
H  3.583  0.092  1.542
H  3.582  1.757  0.971
H  3.913  1.413  2.673

Atom charges from the Mulliken analysis, given in e for atoms 1 to 6: -0.379 -0.623 0.371 0.376 -0.418 0.043

***

Molecular formula: C3H6ClOP
Method: DFT, ωB97M-V/def2-TZVPD

Computed properties:
Lowest unoccupied orbital energy (alpha / beta)   -0.1320 / -0.0754 hartree
Energy above the lowest of the compared OMol25 structures with the same formula, charge and spin   4.874 eV
Gap between HOMO and LUMO (alpha / beta)   5.624 / 7.521 eV

Geometry (Å):
C  -1.276  -0.248  0.576
C  0.137  -0.713  1.021
C  1.198  0.004  0.441
O  2.252  1.360  -1.407
P  0.986  0.686  -1.236
Cl  -0.821  1.748  -3.802
H  -1.513  0.822  0.567
H  -1.325  -0.443  -0.531
H  -2.294  -0.550  1.028
H  0.415  -0.553  2.064
H  0.064  -1.792  0.885
H  2.176  -0.321  0.393

Atom charges from the Mulliken analysis, given in e for atoms 1 to 6: -1.186 -0.037 -0.523 -0.439 0.386 -0.158

***

Molecular formula: C22H45Cl30FNO2
Method: DFT, ωB97M-V/def2-TZVPD

Computed properties:
Charge   +1
Lowest unoccupied orbital energy   -0.0750 hartree
Gap between HOMO and LUMO   10.117 eV

Geometry (Å):
C  3.430  -0.048  -1.164
C  2.376  -0.751  -1.979
F  3.026  -1.594  -2.846
C  1.422  -1.610  -1.153
C  0.180  -0.884  -0.682
O  -0.419  -1.794  0.197
C  -0.825  -0.637  -1.832
O  -0.888  0.673  -2.334
C  -0.931  1.633  -1.317
C  0.434  1.613  -0.629
N  0.477  0.350  0.136
H  4.069  0.481  -1.858
H  4.034  -0.741  -0.596
H  3.018  0.695  -0.493
H  1.805  -0.045  -2.572
H  1.901  -2.024  -0.271
H  1.093  -2.463  -1.740
H  -1.294  -1.456  0.423
H  -1.801  -1.034  -1.544
H  -0.498  -1.252  -2.657
H  -1.674  1.373  -0.560
H  -1.101  2.621  -1.706
H  1.148  1.647  -1.431
H  0.551  2.488  -0.008
H  -0.221  0.394  0.882
H  1.378  0.208  0.594
C  -3.684  0.031  -3.774
Cl  -4.814  0.681  -4.959
Cl  -4.394  -0.015  -2.146
H  -3.412  -0.982  -4.066
H  -2.805  0.663  -3.748
C  1.581  -3.342  2.470
Cl  1.399  -1.734  3.201
Cl  0.904  -4.601  3.502
H  1.061  -3.350  1.521
H  2.637  -3.539  2.323
C  1.880  0.459  6.468
Cl  0.642  0.971  5.305
Cl  1.196  0.218  8.076
H  2.313  -0.475  6.128
H  2.642  1.223  6.523
C  -3.227  -2.903  -6.798
Cl  -3.833  -4.531  -7.082
Cl  -2.591  -2.725  -5.147
H  -2.427  -2.698  -7.498
H  -4.037  -2.196  -6.932
C  5.525  2.489  6.210
Cl  4.967  1.196  7.281
Cl  4.357  2.820  4.919
H  5.661  3.391  6.796
H  6.463  2.190  5.757
C  -0.507  -4.848  -2.778
Cl  0.968  -4.137  -3.464
Cl  -0.446  -4.936  -1.010
H  -1.338  -4.215  -3.068
H  -0.663  -5.852  -3.168
C  -1.547  3.460  2.028
Cl  -0.549  4.561  1.071
Cl  -0.608  2.022  2.476
H  -1.872  3.958  2.933
H  -2.406  3.157  1.441
C  9.571  2.368  5.483
Cl  8.311  2.860  4.335
Cl  8.925  2.151  7.113
H  9.999  1.432  5.147
H  10.331  3.139  5.510
C  7.415  5.893  6.540
Cl  6.198  6.434  5.378
Cl  6.717  5.623  8.142
H  7.840  4.962  6.187
H  8.184  6.652  6.618
C  -3.685  0.298  4.355
Cl  -2.781  -0.361  2.984
Cl  -4.496  1.808  3.924
H  -4.429  -0.427  4.661
H  -2.991  0.492  5.164
C  -6.921  3.126  -7.357
Cl  -5.801  3.144  -8.725
Cl  -7.603  1.516  -7.090
H  -6.385  3.413  -6.454
H  -7.726  3.822  -7.556
C  5.023  -5.679  -0.637
Cl  4.061  -7.082  -1.088
Cl  5.302  -5.595  1.112
H  5.981  -5.735  -1.140
H  4.495  -4.793  -0.941
C  -0.618  -9.106  -1.770
Cl  -1.430  -8.161  -3.036
Cl  1.129  -9.246  -1.974
H  -0.820  -8.643  -0.812
H  -1.034  -10.105  -1.794
C  -5.253  3.693  -3.253
Cl  -6.305  4.574  -4.369
Cl  -3.542  3.870  -3.672
H  -5.410  4.081  -2.256
H  -5.513  2.643  -3.293
C  -9.482  4.638  -1.779
Cl  -7.966  3.971  -1.151
Cl  -10.786  3.452  -1.724
H  -9.760  5.492  -1.175
H  -9.325  4.939  -2.807

Atom charges from the Mulliken analysis, given in e for atoms 1 to 6: -1.500 0.717 -0.398 -0.137 0.782 -0.441

***

Molecular formula: C8H12N4
Method: DFT, ωB97M-V/def2-TZVPD

Computed properties:
Lowest unoccupied orbital energy   0.0164 hartree
SMILES   Cc1c[nH]cn1.Cc1c[nH]cn1
Energy above the lowest of the compared OMol25 structures with the same formula, charge and spin   3.423 eV
Gap between HOMO and LUMO   8.559 eV

Geometry (Å):
C  3.626  0.733  -0.846
C  0.730  2.505  -1.934
C  2.295  1.414  -0.911
C  1.166  1.236  -0.132
N  2.085  2.347  -1.857
N  0.191  2.115  -0.743
H  0.196  2.842  -2.867
H  -0.747  2.165  -0.456
H  0.928  0.663  0.761
H  4.615  1.239  -0.649
H  3.737  0.395  -1.887
H  3.521  -0.022  -0.102
C  -1.334  -3.006  2.008
C  -2.337  -0.672  1.508
C  -1.512  -1.834  1.141
C  -1.849  -0.547  -0.660
N  -2.350  0.171  0.404
N  -1.288  -1.773  -0.203
H  -2.909  -0.565  2.265
H  -2.929  1.008  0.197
H  -1.333  -2.860  3.004
H  -0.234  -3.328  1.879
H  -2.236  -0.445  -1.719
H  -2.033  -3.780  1.799

Atom charges from the Mulliken analysis, given in e for atoms 1 to 6: -1.016 -0.184 0.531 -0.388 -0.624 -0.029